# 1
# C11H18O

A cluster of 2 separate species, C11H18O in total in a non-equilibrium geometry (ωB97M-V/def2-TZVPD, OMol25).

Properties
Kohn-Sham gap	0.3335	hartree
ΔE to the lowest compared entry with this formula, charge and spin	2.187	eV
DFT total energy	-505.1003	a.u.
structure (SMILES)	CCc1ccc(O)cc1.CCC

Geometry as XYZ:
```
30
Properties=species:S:1:pos:R:3:forces:R:3:nbo_charge:R:1
H -0.22870 0.41730 -0.67144 -0.410 1.332 1.591 0.208
C 0.64701 1.35726 -3.19764 2.707 2.604 1.324 -0.613
H 1.13757 2.11373 -1.03318 -0.216 -1.670 -1.219 0.199
C -0.52208 -0.64844 2.49968 0.273 1.537 0.265 -0.207
H -1.14843 -4.26513 3.93436 0.221 0.617 -2.191 0.482
H 0.29262 2.39802 -3.51825 0.590 -1.709 -0.078 0.207
C 2.91860 2.26013 -2.00711 0.524 -2.597 1.416 -0.605
H -2.20459 2.10564 -0.25360 0.167 -1.192 0.442 0.201
C -0.70947 -1.82248 3.14648 0.907 -1.965 2.303 -0.273
H -2.79564 0.44716 -0.24952 0.232 -0.835 -0.381 0.214
C -0.60945 0.73533 0.36879 -1.034 -3.126 -1.903 -0.416
H -0.37283 0.24511 3.12560 -0.325 -0.187 -0.621 0.214
H -0.68635 -1.96796 4.27777 -0.254 0.626 -1.567 0.208
H 1.12325 0.69160 -3.93552 -0.016 0.856 -0.065 0.208
O -1.11045 -4.20735 2.92426 0.314 -0.300 2.065 -0.690
H -0.12820 0.81773 -2.80334 -2.514 -1.179 0.598 0.198
H -0.92612 -3.90752 0.35502 0.840 0.952 1.207 0.234
H -0.62377 -1.51902 -0.69076 0.261 -0.928 -0.587 0.209
H 3.41720 2.17655 -0.95726 -0.229 -0.177 -2.076 0.204
H 2.75734 3.27852 -2.10851 -0.386 2.041 -0.634 0.197
H -2.54821 1.27052 1.27467 0.605 -0.326 -0.917 0.203
C -2.09372 1.08648 0.25167 -0.707 3.065 0.980 -0.609
C -0.50287 -1.76472 0.34911 -0.778 0.020 1.244 -0.199
H 3.46793 1.84490 -2.85994 0.570 0.321 0.493 0.201
C -0.51088 -0.60971 1.11709 0.744 1.797 0.023 -0.032
C -0.72559 -2.98307 2.41160 -1.199 -1.881 -2.078 0.291
C -0.62469 -3.00945 0.97729 -0.888 0.334 0.142 -0.254
H 1.81460 0.38804 -1.63483 -0.341 1.860 0.317 0.194
H -0.10259 1.57494 0.78997 0.687 0.264 0.265 0.215
C 1.59849 1.49587 -1.88249 -0.345 -0.155 -0.360 -0.388
```
Forces are in eV/Å.


# 2
# C28H49BrNP3Sn

A structure of composition C28H49BrNP3Sn in a non-equilibrium geometry (ωB97M-V/def2-TZVPD, OMol25).

Properties
Kohn-Sham gap	0.1214	hartree
ΔE to the lowest compared entry with this formula, charge and spin	0.000	eV
DFT total energy	-4962.8435	a.u.
total charge	+2

Geometry as XYZ:
```
83
Properties=species:S:1:pos:R:3:forces:R:3:mulliken_charge:R:1
H -2.27625 -4.12983 1.98413 0.212 -0.087 -0.101 0.266
H 5.51441 -0.54301 -1.91132 -0.023 -0.215 0.049 0.480
H -2.77601 1.25337 5.08781 0.179 -0.095 -0.257 0.477
H -6.78304 3.88744 -6.69315 0.006 0.318 0.271 0.356
H 1.05839 0.90725 4.35295 -0.425 0.200 0.137 0.363
H 4.84712 -2.76844 1.02297 0.130 0.159 0.113 0.398
H 4.88391 0.90757 -0.07331 -0.059 0.175 0.204 0.071
C -5.45918 4.29952 -3.56997 -0.885 0.376 -1.027 0.538
C 5.93676 -2.15722 2.81068 -0.224 -0.149 0.225 -1.264
H -3.60002 0.69414 3.60194 0.163 0.116 0.097 0.387
H 7.89754 1.38122 0.35785 -0.239 0.030 -0.032 0.362
H -3.79991 -1.12347 0.05184 0.175 -0.169 0.294 0.363
P -1.18050 0.44150 3.49879 1.473 -0.379 1.475 0.827
C -1.49394 1.58105 -2.40411 -0.280 0.152 0.368 -0.827
H 0.74404 -4.19004 1.32535 -0.190 0.268 0.079 0.571
C 5.80183 0.76690 0.51243 -0.001 -0.210 0.073 -0.230
H 1.24391 -3.71047 -0.73725 -0.054 0.342 -0.047 0.612
C -1.97323 -2.20668 -0.30174 0.101 -0.004 -0.351 -0.754
C -0.17709 -3.63761 1.56697 0.351 0.127 0.599 -0.303
H -7.06330 7.24368 -4.24391 0.058 -0.428 -0.085 0.360
H -5.39180 2.67178 -5.01592 -0.154 0.203 0.050 0.367
H 5.97768 -2.63926 -3.01347 0.055 -0.121 0.078 0.374
H -1.76040 -1.88976 4.01420 0.151 0.314 0.275 0.237
H -5.84274 6.09847 -2.39723 0.068 -0.074 -0.074 0.365
H -4.75287 3.96363 -1.56596 0.116 -0.059 -0.164 0.209
C 6.90318 1.71756 0.04260 -0.071 0.354 0.017 -1.239
C -2.73257 1.24142 3.99064 -0.572 0.192 -0.757 -1.347
C -6.00203 5.58154 -3.33845 0.235 -0.306 -0.290 -0.506
H 5.57229 0.92277 1.57680 0.057 0.010 -0.214 0.419
C 5.50237 -1.44049 -1.27761 0.179 0.185 0.087 0.308
H 1.75533 -2.02907 -0.85062 -0.107 -0.229 -0.127 -0.265
H 5.96295 -3.56228 -1.51026 0.110 0.123 0.018 0.309
C -1.98338 1.84625 0.33760 -0.306 0.147 0.198 -0.258
C -3.60480 2.78729 -2.92926 -0.790 0.624 -0.306 -0.441
H -1.52501 -0.84702 5.46780 0.183 -0.248 -0.323 0.521
Sn 0.34975 0.00309 1.37957 -0.950 -0.443 0.317 0.781
H 7.32446 -2.48754 -1.87421 -0.246 0.017 -0.011 0.367
H -2.66646 -0.99339 1.40770 -0.105 -0.139 -0.177 0.058
C -2.91948 2.32462 -0.57957 0.477 -0.286 -0.176 -0.835
C -0.55521 1.09995 -1.48671 -0.039 -0.036 -0.289 -0.332
H -1.94413 -1.60497 -1.22040 0.083 -0.126 0.254 0.399
H 5.36526 -2.89679 3.38049 0.145 0.042 0.093 0.345
Br 2.21015 -1.23136 3.00117 -1.386 1.235 -1.267 -0.210
H -2.19778 -3.24078 -0.60809 0.088 0.317 -0.010 0.637
H -0.24902 -3.54581 -2.62197 0.078 0.281 0.037 0.394
N -6.96507 5.60826 -5.52281 -0.138 0.134 -0.400 -0.556
H -0.26392 -1.76534 -2.60462 0.192 -0.174 -0.007 0.261
C 0.34978 -2.65240 -2.40557 -0.079 -0.004 -0.237 -1.365
C -6.52883 4.36852 -5.74435 0.467 -0.222 0.926 -0.345
C 0.07038 1.38710 4.43864 -0.063 0.428 -0.044 -1.201
H -1.11858 -5.42989 2.28533 -0.038 0.186 -0.148 0.431
H -3.41378 2.55989 -3.98820 -0.129 0.141 0.521 0.311
H 6.94280 -2.55629 2.63603 -0.246 0.063 0.041 0.429
H -2.19817 1.97821 1.40085 0.153 -0.079 -0.332 0.220
H -0.09846 -1.47529 4.54418 -0.479 0.267 0.007 0.293
C 0.88720 -2.69605 -0.97432 0.501 0.074 -0.033 -0.026
H 4.35936 -1.18459 1.67793 0.262 -0.350 -0.156 -0.363
C -3.05875 -1.68055 0.64219 -0.338 -0.008 0.089 -1.091
H -3.84025 2.79847 -0.23584 0.401 -0.223 0.078 0.311
H -1.57508 -5.03902 0.62545 0.051 0.052 0.208 0.336
C 5.21790 -1.84846 1.50016 -0.107 0.168 -0.051 0.125
C 6.23684 -2.59821 -1.95153 -0.125 -0.125 -0.361 -1.239
H 6.73938 2.71675 0.45675 0.071 -0.047 -0.124 0.362
P 6.32531 -0.99060 0.31146 0.496 -0.109 -0.095 -0.094
H 6.02711 -1.26261 3.43615 0.100 -0.087 -0.116 0.307
H 4.45861 -1.70749 -1.06214 -0.037 0.132 -0.191 -0.553
C -6.70265 6.21688 -4.36712 0.177 -0.585 0.238 -0.307
H 0.13587 2.42620 4.07152 -0.020 -0.371 0.234 0.376
C -2.68434 2.21184 -1.96872 0.422 -0.132 0.645 1.116
C -5.75753 3.67343 -4.79647 -0.144 0.614 -0.145 -0.493
H -0.26565 1.38224 5.49006 0.289 0.116 -0.360 0.438
H 1.19366 -2.64183 -3.10660 -0.227 -0.026 0.179 0.401
C -4.59989 3.65348 -2.59967 0.951 -0.618 0.042 -0.157
C -0.83533 1.20693 -0.12382 0.849 -0.182 0.233 -0.123
H 6.90638 1.81417 -1.04790 0.074 -0.081 0.133 0.305
H -2.77832 2.27444 3.62286 0.039 -0.240 0.110 0.453
C -1.13396 -1.10225 4.46830 -0.334 -0.446 -0.182 -1.124
H 0.37023 0.64721 -1.85129 -0.285 0.151 0.099 0.640
H -3.58061 -2.50619 1.14781 0.202 0.360 -0.103 0.354
C -1.36171 -4.60303 1.60843 -0.206 -0.107 -0.058 -1.316
H -1.32784 1.50890 -3.48038 0.158 -0.068 0.334 0.409
H -0.00001 -3.18341 2.55349 -0.066 -0.253 -0.193 0.131
P -0.27323 -2.25617 0.36595 -0.560 -0.854 -0.102 0.631
```
Forces are in eV/Å.


# 3
# C7H15B3F7O6P

A cluster of 3 separate species, C7H15B3F7O6P in total in a non-equilibrium geometry (ωB97M-V/def2-TZVPD, OMol25).

Properties
Kohn-Sham gap	0.3221	hartree
DFT total energy	-1842.3233	a.u.
structure (SMILES)	O=[PH2]B1OBOB(C(F)(F)C(F)(F)C(F)(F)F)O1.CCO.CCO

Geometry as XYZ:
```
39
Properties=species:S:1:pos:R:3:forces:R:3:nbo_charge:R:1
H 1.98043 -1.35782 5.54769 -0.030 0.063 0.034 0.212
H 1.30266 0.28272 5.63151 0.117 -0.044 -0.010 0.196
H 2.49608 -0.08221 3.44472 0.068 -0.199 -0.020 0.172
O 1.40351 3.14494 -1.44931 -2.777 -0.775 1.334 -0.883
F -2.65796 -0.97010 -0.84795 0.113 2.941 -1.303 -0.296
H 0.70671 -4.14019 -1.42853 0.155 -0.093 0.003 0.160
O 0.42585 -2.16522 -1.92869 -0.070 0.176 0.112 -0.736
H 0.17642 -3.98224 -3.88432 0.037 -0.106 0.056 0.198
H 0.24566 -1.07721 5.28207 0.087 -0.037 -0.051 0.211
H 1.64092 -3.04523 -4.14067 0.044 -0.062 0.094 0.213
C 1.16588 -3.37512 -2.06234 -0.249 -0.121 -0.240 -0.064
B -1.01258 2.86813 -0.04275 1.867 1.365 0.222 1.124
F -2.99886 2.71378 1.39364 1.023 -1.254 -1.617 -0.321
H 1.42115 -1.44988 3.10350 -0.080 0.157 -0.094 0.176
C 1.24768 -0.67665 5.10883 -0.056 -0.134 0.087 -0.633
F -3.69667 2.55491 -1.43273 1.469 -2.464 1.297 -0.294
H 0.61011 1.23601 3.52394 -0.029 -0.116 -0.130 0.464
O 0.24721 2.71232 0.66552 -1.268 -1.255 -3.218 -0.874
H 1.76190 -4.74231 -3.62780 -0.061 0.028 -0.039 0.216
H 2.17946 -3.19117 -1.70080 -0.140 0.144 0.057 0.184
F -1.55455 0.46420 -2.23432 -1.980 -0.202 1.750 -0.314
H 1.77957 -0.11471 -1.60676 -0.434 0.456 0.745 -0.032
B 1.13422 2.21903 -0.38762 -0.468 2.704 0.534 0.838
H 0.43444 4.87921 -2.48126 -0.217 -0.195 0.139 -0.089
C -3.25436 1.45222 -0.66766 -2.093 0.199 1.503 0.572
C 1.49830 -0.49369 3.62474 0.078 0.322 0.315 -0.066
F -1.72940 0.83908 1.22156 -1.278 1.729 -1.873 -0.308
H -0.47158 -2.33611 -2.24101 0.140 0.042 0.072 0.466
C -2.74904 0.23332 -1.55500 -1.045 -1.699 -2.061 0.926
F -4.41598 0.98306 0.00701 2.173 0.571 -1.438 -0.308
B 0.26494 3.98077 -1.71801 0.207 -0.233 0.374 1.016
H 0.76291 -0.34476 0.44738 0.359 0.656 -0.622 -0.015
C -2.24339 1.92763 0.46722 -0.381 0.354 1.439 0.360
P 1.77614 0.41389 -0.25801 2.794 -1.936 0.600 1.159
F -3.72958 0.01902 -2.55125 2.042 0.502 2.028 -0.314
O 3.18212 0.26573 0.35990 -2.266 0.574 -0.733 -1.068
O -1.05297 3.78242 -1.13667 2.140 -1.998 0.992 -0.885
C 1.19172 -3.81787 -3.51187 0.091 -0.026 -0.103 -0.633
O 0.53092 0.39010 3.06611 -0.080 -0.036 -0.233 -0.729
```
Forces are in eV/Å.


# 4
# C5H10NO

A structure of composition C5H10NO in a non-equilibrium geometry (ωB97M-V/def2-TZVPD, OMol25).

Properties
Kohn-Sham gap (alpha / beta)	0.2581 / 0.3536	hartree
ΔE to the lowest compared entry with this formula, charge and spin	2.114	eV
expectation value of S²	2.0141
DFT total energy	-326.0436	a.u.
total charge	+1
multiplicity	3

Geometry as XYZ:
```
17
Properties=species:S:1:pos:R:3:forces:R:3:nbo_charge:R:1
O -1.22080 -1.53234 -0.30017 -0.110 -2.304 -0.584 -0.572
H -1.68199 1.65082 0.59120 -0.717 0.868 0.087 0.237
H 1.71053 -1.45236 0.58166 0.177 -1.883 2.614 0.257
C -1.42603 1.45415 -0.43905 0.565 0.566 1.479 -0.429
H 0.93998 2.20065 0.10066 0.669 0.809 -0.019 0.235
H -0.80744 -0.47271 2.28466 -1.320 -2.093 0.237 -0.035
C -0.24399 -0.71772 -0.18155 3.748 0.321 0.009 0.615
H 2.98012 0.17286 -0.57450 1.289 0.761 -0.314 0.244
H -0.77755 -2.43574 -0.42549 -1.398 1.284 0.250 0.529
C 1.23620 -1.07339 -0.25201 -0.893 -0.657 -0.753 -0.540
N -0.26209 0.58805 -0.24643 1.065 3.245 -1.168 -0.298
H -1.25072 -1.17564 2.30983 1.308 2.132 0.011 0.037
C 1.00740 1.18857 -0.20409 -5.694 2.087 0.151 0.086
H -1.24772 2.34735 -1.05084 0.475 -0.366 0.475 0.253
H 1.30104 -1.89953 -0.96729 0.710 0.262 -0.761 0.234
C 1.96239 0.21316 -0.34812 1.348 -3.813 -0.973 -0.095
H -2.21932 0.94381 -0.87848 -1.221 -1.219 -0.741 0.243
```
Forces are in eV/Å.